a.
18
Properties=species:S:1:pos:R:3 method="wB97M-V/def2-TZVPD" lumo_ev=-2.93 homo_energy_ha=-0.3521 total_charge=0 homo_lumo_gap_ev=6.6545
C -0.544 1.726 0.308
C 0.734 1.690 -0.486
C 0.855 0.413 -1.287
S -0.625 -0.139 -2.034
C -1.078 -2.424 0.520
H -0.402 2.117 1.311
H -1.370 2.288 -0.144
H -0.899 0.698 0.335
H 1.464 1.711 0.327
H 0.998 2.524 -1.140
H 0.860 -0.332 -0.315
H 1.599 0.512 -2.068
H -1.695 -1.645 0.960
H -0.688 -3.057 1.313
H -0.193 -2.024 0.041
H -1.773 -2.889 -0.172
H 1.790 -0.786 1.427
O 0.968 -0.384 1.104


b.
18
Properties=species:S:1:pos:R:3 method="wB97M-V/def2-TZVPD" lumo_ev=0.90 smiles=CCO.CSC homo_energy_ha=-0.3095 total_charge=0 homo_lumo_gap_ev=9.3231
C -1.028 0.586 -2.467
C -1.708 1.597 0.113
S -2.469 0.939 -1.411
H -0.976 -0.443 -2.777
H -1.244 1.079 -3.414
H -0.089 0.953 -2.114
H -2.129 2.562 0.364
H -0.641 1.598 -0.092
H -1.884 0.893 0.923
C 1.585 -1.633 0.815
C 1.377 -0.718 1.984
O 0.777 -1.279 -0.309
H 2.616 -1.694 0.451
H 1.328 -2.650 1.102
H 0.460 -0.950 2.489
H 0.475 -0.377 -0.189
H 1.407 0.354 1.770
H 2.143 -0.816 2.762


Stability summary: most stable b, least stable a.


a.
21
Properties=species:S:1:pos:R:3 method="wB97M-V/def2-TZVPD" lumo_ev=0.45 homo_energy_ha=-0.3403 total_charge=0 homo_lumo_gap_ev=9.7048
C 0.997 0.108 0.048
C 1.015 -0.114 1.458
C 1.105 1.525 -0.463
C 1.528 -0.969 -0.868
H -0.434 -0.083 -0.224
H 1.289 0.738 2.077
H 0.518 2.208 0.151
H 1.272 -1.963 -0.504
H 1.440 -1.057 1.794
H -0.244 -0.276 1.683
H 0.766 1.610 -1.495
H 2.153 1.839 -0.423
H 2.620 -0.897 -0.906
H 1.150 -0.860 -1.885
C -1.643 -0.304 0.134
N -2.353 0.834 -0.352
O -1.970 -1.474 -0.607
O -1.564 -0.441 1.415
H -1.870 -2.215 0.004
H -2.663 0.713 -1.307
H -3.113 1.076 0.269


b.
21
Properties=species:S:1:pos:R:3 method="wB97M-V/def2-TZVPD" lumo_ev=0.74 smiles="CC(=O)NC(C)C.O" homo_energy_ha=-0.3506 total_charge=0 homo_lumo_gap_ev=10.2762
C 2.917 -0.512 -2.704
C 2.194 -0.690 -1.344
N 0.846 -0.339 -1.279
C -0.211 -1.369 0.616
C 0.286 -0.030 0.098
C -0.928 0.860 0.092
O 2.828 -1.015 -0.348
H 1.968 -0.260 -3.344
H 3.588 0.357 -2.940
H 3.128 -1.519 -3.156
H 0.359 -0.045 -2.149
H -0.176 -1.275 1.772
H -1.148 -1.753 0.367
H 0.452 -2.203 0.519
H 1.132 0.327 0.692
H -0.578 1.982 0.237
H -1.722 0.599 0.838
H -1.326 1.082 -0.934
H -4.311 2.547 3.887
H -4.529 1.527 4.982
O -4.768 1.729 4.099


c.
21
Properties=species:S:1:pos:R:3 method="wB97M-V/def2-TZVPD" lumo_ev="0.82 / 0.84" homo_energy_ha="-0.2589 / -0.2501" total_charge=0 homo_lumo_gap_ev="7.8604 / 7.6467"
C -1.719 0.845 1.073
C -2.710 -0.796 -0.115
C -2.224 -0.417 -1.469
O -2.125 -0.427 1.030
O -0.576 1.105 1.777
H -0.442 0.395 2.420
H -1.915 1.539 0.268
H -3.522 -1.491 0.028
H -2.327 -1.268 -2.149
H -2.789 0.417 -1.897
H -1.178 -0.108 -1.450
C 1.764 -0.439 -0.217
C 2.882 -0.219 0.807
N 1.317 0.760 -0.916
H 2.082 1.168 -1.444
H 0.999 1.453 -0.247
H 2.091 -1.162 -0.967
H 0.893 -0.875 0.278
H 3.142 -1.153 1.308
H 3.782 0.167 0.318
H 2.576 0.508 1.565


Stability summary: most stable b, least stable c.


a.
21
Properties=species:S:1:pos:R:3 method="wB97M-V/def2-TZVPD" lumo_ev=0.72 smiles="CCC(=O)O.CCN" homo_energy_ha=-0.3304 total_charge=0 homo_lumo_gap_ev=9.7071
C 2.142 -1.112 -1.223
C 2.651 0.176 -0.575
N 1.240 -0.968 -2.335
H 3.000 -1.738 -1.479
H 1.586 -1.694 -0.481
H 3.453 0.647 -1.151
H 3.024 0.081 0.447
H 0.295 -0.717 -2.119
H 1.600 -0.502 -3.145
H -0.574 1.877 -0.859
H 1.800 0.851 -0.499
C -1.903 -0.311 1.054
C -2.309 0.225 2.439
C -1.772 0.931 0.209
O -2.723 1.514 -0.234
O -0.504 1.339 -0.052
H -1.008 -0.929 1.054
H -2.755 -0.794 0.580
H -3.292 0.675 2.389
H -1.612 0.996 2.771
H -2.339 -0.547 3.209


b.
21
Properties=species:S:1:pos:R:3 method="wB97M-V/def2-TZVPD" lumo_ev=0.63 smiles="CCN(C=O)CC.O" homo_energy_ha=-0.3309 total_charge=0 homo_lumo_gap_ev=9.6357
C -0.803 -0.406 -1.140
N -0.297 0.774 -0.545
C -0.788 1.984 -1.191
C -0.262 2.300 -2.594
C 1.088 0.693 -0.140
C 1.272 0.292 1.318
O -0.410 -0.871 -2.175
H -1.622 -0.916 -0.602
H -1.887 1.941 -1.179
H -0.630 2.815 -0.506
H 0.275 1.448 -3.008
H -1.073 2.466 -3.285
H 0.412 3.166 -2.625
H 1.592 1.648 -0.323
H 1.671 0.053 -0.817
H 2.155 0.720 1.770
H 1.210 -0.776 1.522
H 0.422 0.694 1.882
H 0.590 -4.052 4.599
H -0.375 -3.580 5.742
O -0.134 -4.327 5.163


Stability summary: most stable a, least stable b.


a.
21
Properties=species:S:1:pos:R:3 method="wB97M-V/def2-TZVPD" lumo_ev=0.82 smiles="CC(C)CNC=O.O" homo_energy_ha=-0.3620 total_charge=0 homo_lumo_gap_ev=10.6680
O -2.759 -0.478 0.290
C -2.023 -1.132 1.015
N -0.721 -1.341 0.707
C -0.173 -0.477 -0.379
C 1.354 -0.111 -0.157
C 1.805 -0.181 1.325
C 1.883 1.210 -0.764
H -2.357 -1.748 1.841
H -0.094 -1.952 1.184
H -0.346 -0.950 -1.349
H -0.733 0.438 -0.261
H 1.765 -1.001 -0.673
H 1.570 -1.078 1.884
H 2.870 0.041 1.360
H 1.239 0.634 1.788
H 1.062 1.897 -0.898
H 2.486 0.930 -1.611
H 2.585 1.682 -0.065
H -3.444 1.809 -1.474
H -3.201 0.475 -1.811
O -2.769 1.335 -1.951


b.
21
Properties=species:S:1:pos:R:3 method="wB97M-V/def2-TZVPD" lumo_ev=0.50 homo_energy_ha=-0.2662 total_charge=0 homo_lumo_gap_ev=7.7456
C -1.780 0.583 -1.274
C -1.008 -1.627 -0.366
N -2.137 -2.007 0.453
O -0.855 1.226 -1.782
H 0.432 1.832 -1.094
H -1.947 -1.858 1.438
H -2.970 -1.477 0.221
H -2.440 -0.021 -1.909
H -2.167 0.810 -0.269
H -0.155 -2.258 -0.103
H -1.204 -1.887 -1.407
C 2.954 0.695 0.562
C 0.454 0.517 0.963
C 1.532 1.057 0.281
O 1.387 1.908 -0.714
H 3.403 0.252 -0.328
H 3.519 1.605 0.789
H 3.039 0.009 1.401
H 0.681 -0.015 1.878
H -0.400 1.176 1.095
H -0.338 -0.520 0.166


c.
21
Properties=species:S:1:pos:R:3 method="wB97M-V/def2-TZVPD" lumo_ev=0.67 smiles=OC[C@@H]1CCCN1.O homo_energy_ha=-0.3203 total_charge=0 homo_lumo_gap_ev=9.3804
N 1.467 -0.030 -0.061
C 1.008 1.274 0.412
C -0.049 1.009 1.499
C -0.629 -0.346 1.087
C 0.503 -1.062 0.325
C -0.048 -1.788 -0.912
O -0.863 -2.879 -0.522
H 2.414 -0.255 0.197
H 0.616 1.868 -0.409
H 1.853 1.856 0.792
H -0.746 1.826 1.376
H 0.322 1.093 2.515
H -0.916 -0.910 1.967
H -1.488 -0.212 0.429
H 0.977 -1.886 0.856
H -0.586 -1.108 -1.568
H 0.781 -2.155 -1.520
H -1.777 -2.606 -0.439
H -1.672 2.385 -2.027
H -0.451 1.522 -1.854
O -0.716 2.404 -2.143


Stability summary: most stable a, least stable b.


a.
21
Properties=species:S:1:pos:R:3 method="wB97M-V/def2-TZVPD" lumo_ev=0.90 smiles="C[NH2+][O-].CCC(C)=O" homo_energy_ha=-0.3223 total_charge=0 homo_lumo_gap_ev=9.6736
C -1.259 -1.837 1.084
C -1.565 1.695 -0.278
C 2.754 -0.288 -0.500
C -1.598 -0.879 0.004
C -0.850 0.481 0.289
N 1.688 0.886 -0.451
O -0.021 0.578 1.218
O 0.754 0.768 -1.357
H -0.113 -1.822 1.242
H -1.569 -2.809 0.659
H -1.821 -1.743 2.030
H -2.621 1.737 0.023
H -1.114 2.497 0.190
H -1.351 1.686 -1.389
H 2.459 -1.131 -1.245
H 3.665 0.116 -0.988
H 2.996 -0.548 0.492
H -1.124 -1.248 -0.823
H -2.617 -0.662 -0.330
H 2.178 1.784 -0.395
H 1.129 0.739 0.523


b.
21
Properties=species:S:1:pos:R:3 method="wB97M-V/def2-TZVPD" lumo_ev=0.70 homo_energy_ha=-0.2848 total_charge=0 homo_lumo_gap_ev=8.4467
C 0.299 1.481 0.378
C -0.164 1.627 -0.940
C 1.713 1.122 0.721
O -0.334 2.105 1.425
H -1.168 2.484 1.123
H -0.327 -0.149 0.572
H -0.816 0.426 -1.271
H 1.764 0.661 1.707
H 0.596 1.594 -1.712
H -0.911 2.399 -1.112
H 2.115 0.433 -0.020
H 2.334 2.023 0.738
C -0.343 -2.327 0.723
C -0.980 -1.054 0.182
O 0.089 -1.408 -1.831
N -1.109 -0.889 -1.203
H -0.234 -1.727 -2.681
H -1.964 -0.864 0.621
H 0.683 -2.433 0.375
H -0.335 -2.304 1.813
H -0.907 -3.200 0.393


Stability summary: most stable a, least stable b.


a.
21
Properties=species:S:1:pos:R:3 method="wB97M-V/def2-TZVPD" lumo_ev=0.84 smiles="CC[C@@H](C)NC=O.O" homo_energy_ha=-0.3616 total_charge=0 homo_lumo_gap_ev=10.6836
C -0.570 -2.752 1.511
N -0.008 -1.480 1.503
C -0.794 2.110 0.377
C -0.070 0.876 0.865
C -0.451 -0.525 0.380
C 0.584 -0.861 -0.732
O -1.406 -2.981 0.701
H -0.171 -3.519 2.266
H 0.331 -1.108 2.278
H -2.032 1.950 0.247
H -0.357 3.091 0.823
H -0.574 2.193 -0.736
H 1.074 0.914 0.615
H -0.197 1.004 1.935
H -1.600 -0.475 0.090
H 0.745 -1.885 -1.011
H 1.615 -0.620 -0.457
H 0.330 -0.197 -1.578
H 1.035 1.236 -2.322
H 1.284 1.224 -3.738
O 1.233 1.803 -3.017


b.
21
Properties=species:S:1:pos:R:3 method="wB97M-V/def2-TZVPD" lumo_ev=0.75 homo_energy_ha=-0.2900 total_charge=0 homo_lumo_gap_ev=8.6454
C 0.160 0.381 -0.418
C 0.798 -1.645 0.126
C -0.135 3.065 0.478
C -0.527 0.056 -1.715
C -0.118 -2.833 0.220
N -0.358 -0.125 0.730
O -0.817 1.973 -0.024
O 0.312 0.353 1.835
H -0.374 0.391 2.515
H 1.160 0.815 -0.425
H 1.366 -1.624 -0.802
H 1.502 -1.538 0.948
H 0.158 2.931 1.538
H 0.791 3.303 -0.076
H -0.775 3.961 0.453
H 0.093 -0.582 -2.346
H -1.476 -0.438 -1.521
H -0.724 0.991 -2.231
H 0.463 -3.760 0.150
H -0.839 -2.833 -0.598
H -0.661 -2.843 1.164


c.
21
Properties=species:S:1:pos:R:3 method="wB97M-V/def2-TZVPD" lumo_ev=0.77 smiles="C=C(N)CCCO.O" homo_energy_ha=-0.3145 total_charge=0 homo_lumo_gap_ev=9.3299
C -0.422 -1.136 1.300
O 0.741 -1.672 0.644
C -0.118 0.226 1.887
C 0.619 1.201 0.927
C 0.052 1.256 -0.466
C 0.711 0.747 -1.498
N -1.180 1.921 -0.572
H -1.287 -1.144 0.629
H -0.592 -1.830 2.113
H 0.550 -1.460 -0.277
H 0.444 0.080 2.804
H -1.073 0.668 2.198
H 1.654 0.860 0.895
H 0.566 2.189 1.406
H 1.688 0.336 -1.326
H 0.325 0.835 -2.500
H -1.294 2.606 0.150
H -1.346 2.388 -1.460
H 0.226 -1.944 -2.388
H -0.196 -3.406 -2.562
O -0.068 -2.720 -1.904


d.
21
Properties=species:S:1:pos:R:3 method="wB97M-V/def2-TZVPD" lumo_ev=0.68 smiles="C=C/C(N)=C/C.O.O" homo_energy_ha=-0.2990 total_charge=0 homo_lumo_gap_ev=8.8195
C -0.085 2.626 0.014
N 1.093 0.334 -1.256
C -0.065 0.216 -0.489
C -0.730 1.235 0.071
C -1.934 -1.092 -1.388
C -0.740 -1.097 -0.807
H 0.969 2.629 -0.254
H -0.179 3.167 0.946
H -0.659 3.185 -0.747
H 1.571 1.185 -1.451
H 1.254 -0.438 -1.872
H -1.748 1.359 0.418
H -2.253 -0.359 -2.140
H -2.519 -1.985 -1.550
H -0.225 -1.933 -0.368
H -2.111 -0.761 2.038
H -0.617 -0.467 2.356
O -1.223 -1.134 2.056
H 2.525 -1.313 0.273
H 2.764 -0.150 1.187
O 2.983 -1.075 1.086


Stability summary: most stable c, least stable b.


a.
21
Properties=species:S:1:pos:R:3 method="wB97M-V/def2-TZVPD" lumo_ev=0.78 smiles=C[C@H](CN)OCCO homo_energy_ha=-0.3567 total_charge=0 homo_lumo_gap_ev=10.4848
C 1.719 1.294 -0.245
C 0.878 0.318 0.347
C 1.366 -1.019 0.683
C -1.520 0.688 -0.417
C -2.551 0.104 0.363
H 2.146 0.683 -1.215
H 2.470 1.857 0.249
H 1.244 2.233 -0.604
H 0.609 0.753 1.320
H 0.367 -1.502 1.031
H 2.432 -1.381 1.397
H 2.208 -1.004 -0.993
H 0.801 -1.508 -1.362
H -1.863 0.670 -1.428
H -1.281 1.825 0.012
H -3.353 0.830 0.511
H -2.255 -0.176 1.354
H -1.838 -1.654 0.121
N 1.605 -1.775 -0.546
O -0.381 -0.163 -0.283
O -2.804 -1.074 -0.296


b.
21
Properties=species:S:1:pos:R:3 method="wB97M-V/def2-TZVPD" lumo_ev=0.80 smiles=OCCCNCCO homo_energy_ha=-0.3190 total_charge=0 homo_lumo_gap_ev=9.4806
C -1.134 -1.418 -0.948
C 0.400 -1.591 -1.247
O 0.709 -0.948 -2.535
C -1.325 -0.928 0.463
N -0.989 0.425 0.811
C 0.337 0.712 1.413
C 1.093 1.775 0.543
O 1.231 3.013 1.165
H -1.550 -2.435 -1.047
H -1.539 -0.624 -1.574
H 0.948 -0.846 -0.619
H 0.753 -2.608 -1.195
H 1.321 -0.231 -2.396
H -1.052 -1.646 1.272
H -2.418 -1.081 0.679
H -1.051 1.038 0.001
H 0.777 -0.293 1.505
H 0.244 1.233 2.380
H 0.764 1.723 -0.513
H 2.128 1.356 0.530
H 0.353 3.374 1.315


Stability summary: most stable b, least stable a.


a.
21
Properties=species:S:1:pos:R:3 method="wB97M-V/def2-TZVPD" lumo_ev=0.50 smiles="CCN(C=O)CC.O" homo_energy_ha=-0.3424 total_charge=0 homo_lumo_gap_ev=9.8175
O 1.992 -2.127 3.179
C 1.165 -1.837 2.255
N 0.181 -0.886 2.351
C 0.000 0.000 0.000
C -0.564 -0.384 4.731
C -0.651 -0.838 1.119
C 0.125 0.110 3.422
H 1.214 -2.310 1.244
H 0.782 -0.467 -0.622
H 0.407 0.926 0.440
H -0.854 0.264 -0.647
H -1.577 -0.692 4.421
H -0.651 0.477 5.414
H -0.094 -1.220 5.276
H -1.552 -0.248 1.375
H -0.990 -1.796 0.681
H 1.124 0.556 3.586
H -0.531 0.900 3.007
O -3.596 2.579 6.533
H -3.655 2.423 5.563
H -3.664 1.683 6.933


b.
21
Properties=species:S:1:pos:R:3 method="wB97M-V/def2-TZVPD" lumo_ev=0.89 smiles="CC[C@@H](C)NC=O.O" homo_energy_ha=-0.3570 total_charge=0 homo_lumo_gap_ev=10.5992
C -1.879 1.060 1.686
N -1.495 1.490 0.469
C 1.283 -0.991 -0.158
C -0.121 -0.437 -0.408
C -0.212 1.080 -0.094
C 0.100 1.962 -1.287
O -1.283 0.220 2.332
H -2.757 1.559 2.121
H -2.077 2.104 -0.073
H 1.193 -1.878 0.470
H 1.837 -1.321 -1.029
H 1.887 -0.299 0.419
H -0.329 -0.444 -1.489
H -0.919 -1.037 0.016
H 0.529 1.266 0.689
H -0.619 1.808 -2.097
H 1.067 1.713 -1.690
H 0.104 3.009 -0.970
H 2.658 -3.632 -0.772
H 1.920 -3.789 -2.145
O 2.728 -3.469 -1.715


Stability summary: most stable b, least stable a.


a.
8
Properties=species:S:1:pos:R:3 method="wB97M-V/def2-TZVPD" lumo_ev="-0.23 / -0.22" homo_energy_ha="-0.2999 / -0.3010" total_charge=0 homo_lumo_gap_ev="7.9342 / 7.9730"
C 0.123 1.244 -0.623
C -0.155 -1.295 0.545
N -0.889 1.910 -0.668
N 0.902 -1.843 0.760
Cl 1.729 1.339 -1.082
Cl -1.788 -1.476 0.880
H -0.986 2.837 -1.076
H 1.064 -2.715 1.265


b.
8
Properties=species:S:1:pos:R:3 method="wB97M-V/def2-TZVPD" lumo_ev="-1.22 / -1.32" homo_energy_ha="-0.3270 / -0.3168" total_charge=0 homo_lumo_gap_ev="7.6794 / 7.2974"
C 0.568 -0.433 -0.208
C 1.765 0.139 -0.122
N -0.204 -1.277 -0.569
N -2.189 0.354 0.884
Cl -2.548 1.815 -0.013
Cl -2.124 -0.971 -0.043
H 2.226 -0.261 0.763
H 2.506 0.634 -0.690


Stability summary: most stable a, least stable b.


a.
8
Properties=species:S:1:pos:R:3 method="wB97M-V/def2-TZVPD" lumo_ev="-0.38 / -1.42" homo_energy_ha="-0.3440 / -0.2800" total_charge=0 homo_lumo_gap_ev="8.9835 / 6.2023"
C -0.116 -0.818 -0.927
N 1.074 0.938 0.897
O 2.127 1.504 1.143
O -0.031 0.995 1.387
S -1.163 -1.006 0.370
H -0.506 -0.038 -1.547
H 0.791 -1.286 -1.182
H -2.177 -0.289 -0.141


b.
8
Properties=species:S:1:pos:R:3 method="wB97M-V/def2-TZVPD" lumo_ev="-0.30 / -0.30" homo_energy_ha="-0.3134 / -0.3134" total_charge=0 homo_lumo_gap_ev="8.2278 / 8.2273"
C -0.029 0.316 0.137
N -0.919 -0.364 -0.614
O 2.198 -0.955 -0.497
O 0.781 1.299 -0.286
S 1.672 -0.069 0.506
H -0.831 0.669 1.933
H -1.332 -1.086 -0.159
H -1.539 0.189 -1.019


c.
8
Properties=species:S:1:pos:R:3 method="wB97M-V/def2-TZVPD" lumo_ev="-0.36 / -0.20" homo_energy_ha="-0.3005 / -0.2949" total_charge=0 homo_lumo_gap_ev="7.8188 / 7.8269"
C 1.417 -1.437 -1.688
N -0.970 0.041 -0.072
O 2.532 -1.470 -1.339
O -0.813 0.496 -2.526
S 0.023 0.663 -1.312
H 0.897 -2.191 -2.373
H -0.507 -0.095 0.804
H -1.486 -0.830 -0.264


d.
8
Properties=species:S:1:pos:R:3 method="wB97M-V/def2-TZVPD" lumo_ev="-0.42 / -0.07" homo_energy_ha="-0.3275 / -0.3033" total_charge=0 homo_lumo_gap_ev="8.4944 / 8.1831"
C -0.325 -0.838 0.364
N -0.644 1.314 -0.166
O -0.735 0.050 -0.582
O 1.826 0.603 0.263
S 1.317 -0.475 -0.569
H -0.238 -0.466 1.350
H -0.788 -1.930 0.357
H -0.413 1.741 -1.017


Stability summary: most stable c, least stable d.